Computed, not measured: a cluster of 2 separate species, C24H42Cl2F3IN3O7S in total at a distorted geometry, with the ωB97M-V functional and the def2-TZVPD basis.

Geometry as XYZ:
```
83
Properties=species:S:1:pos:R:3:forces:R:3:mulliken_charge:R:1
C 3.7201 -1.8570 4.6074 -0.7 0.5 0.3 -1.17
C 2.3558 -1.2218 4.2130 0.7 0.2 0.1 -0.10
N 1.5826 -2.0751 3.2762 0.8 0.8 0.6 -0.50
N 0.7891 -1.2185 2.4778 -0.3 -0.1 0.0 1.31
C -0.6705 -1.3897 2.6799 0.3 0.5 -1.0 0.46
C -1.0818 -2.2603 3.8681 -1.0 0.7 0.3 -0.75
I -0.8661 -4.3816 3.6080 0.2 0.2 -0.1 0.07
C -2.5611 -1.9869 4.2952 0.2 0.0 0.2 -0.45
C -2.7492 -0.6091 4.9805 0.2 -0.8 -0.3 -1.17
C -1.3426 -1.9002 1.3610 -0.1 -2.0 2.2 -2.36
N -1.2565 -0.9463 0.2306 -1.3 1.2 -0.1 2.27
C -2.3695 0.0471 0.5044 -1.2 1.0 0.2 -2.20
O -3.6213 -0.5622 0.1503 1.2 0.2 0.0 -0.33
C -4.6589 0.0724 0.7652 -0.6 -1.0 -0.8 0.99
F -4.5657 1.3868 0.7216 0.5 0.7 0.4 -0.25
F -5.7472 -0.2596 0.1193 -0.7 -0.4 -0.4 -0.25
F -4.7723 -0.3511 2.0151 0.1 0.3 0.8 -0.22
C -1.5534 -1.3548 -1.1518 0.6 0.1 -1.8 -0.36
Cl -1.3091 -0.0862 -2.3751 0.0 -0.4 1.2 0.05
C -2.0476 -2.4696 -1.6563 -0.4 -1.3 0.1 0.93
C -2.3280 -2.7010 -3.1299 0.0 -0.7 0.3 -1.36
Cl -2.4990 -3.8176 -0.6396 0.0 0.2 -0.3 -0.14
C 0.1179 -0.3022 0.3016 2.5 0.8 0.4 -0.50
C 0.1716 1.1359 0.8502 0.4 0.7 -0.2 -1.01
C 0.0123 2.2473 -0.2310 -0.3 0.1 0.7 -0.56
C 1.3568 2.5364 -0.9054 -1.6 -0.3 -2.1 0.45
O 2.3203 2.7858 -0.3039 2.5 0.4 2.2 -0.56
O 1.4125 2.5341 -2.2649 -1.2 0.1 0.6 -0.41
C 1.1532 -1.1894 1.0855 -0.4 -1.1 -0.2 -2.01
O 2.4515 -0.7086 0.8566 -0.4 0.0 0.6 -0.45
C 3.3150 -1.7035 0.2947 0.7 0.6 -0.6 -0.30
C 4.7852 -1.2352 0.2746 0.4 -1.3 -0.7 0.48
C 5.6493 -2.5325 0.2672 -0.6 0.5 0.8 -1.58
O 5.0655 -0.5494 -0.9450 -0.2 0.2 0.3 -0.51
H 3.6771 -2.1630 5.6590 0.2 -0.3 -0.4 0.33
H 3.9802 -2.6969 3.9491 0.0 0.1 0.3 0.29
H 4.5045 -1.0933 4.5232 -0.1 -0.3 0.0 0.33
H 1.7379 -1.0017 5.0995 0.2 -0.3 -0.2 0.34
H 2.5600 -0.2355 3.7649 -0.2 -0.4 -0.2 0.15
H 2.2650 -2.5815 2.7167 -0.3 0.0 -0.2 0.20
H -1.0349 -0.3750 2.9306 -0.1 -0.4 -0.1 -0.54
H -0.4850 -1.9606 4.7379 0.2 -0.4 -0.4 0.42
H -3.2701 -2.0826 3.4588 0.2 -0.1 0.2 0.31
H -2.8134 -2.7843 5.0078 -0.1 0.3 -0.2 0.60
H -3.7633 -0.5547 5.3950 0.3 0.2 -0.2 0.42
H -2.0335 -0.5464 5.8123 -0.2 0.3 -0.2 0.35
H -2.5899 0.1992 4.2526 -0.1 0.0 0.5 0.24
H -0.8804 -2.8760 1.1754 0.1 0.5 -0.6 1.07
H -2.3709 -2.1598 1.6422 0.1 0.4 -0.8 0.75
H -2.2910 0.9504 -0.1038 0.6 -0.3 0.1 1.13
H -2.4308 0.3261 1.5614 0.6 -0.3 -0.2 0.78
H -1.4970 -2.3729 -3.7606 -0.3 0.2 0.1 0.39
H -3.2857 -2.2338 -3.3968 0.4 0.1 -0.1 0.33
H -2.4517 -3.7773 -3.3101 0.0 0.3 0.2 0.42
H 0.6095 -0.2604 -0.6809 -0.8 -0.2 0.0 0.30
H -0.4454 1.3363 1.7371 -0.1 -0.3 -0.4 0.38
H 1.1924 1.3047 1.2348 -0.3 -0.4 -0.1 0.66
H -0.7984 2.0657 -0.9451 0.3 0.1 0.1 0.38
H -0.2194 3.1652 0.3332 0.0 -0.2 -0.3 0.32
H 0.4808 2.5603 -2.5697 0.3 -0.4 -0.4 0.19
H 1.1836 -2.2293 0.6780 -0.6 0.3 -0.1 0.69
H 3.2958 -2.6633 0.8360 -0.4 0.4 0.1 0.38
H 3.0190 -1.8683 -0.7563 0.1 -0.2 0.3 0.24
H 5.0392 -0.6133 1.1455 -0.3 -0.1 -0.2 0.15
H 5.4160 -3.1104 -0.6385 0.3 0.2 0.2 0.44
H 5.3808 -3.1533 1.1361 0.3 0.1 -0.2 0.36
H 6.7105 -2.2697 0.3511 -0.2 -0.2 -0.3 0.46
H 5.8481 -0.9613 -1.3320 -0.1 0.3 0.0 0.34
C -0.4377 5.3529 -5.8785 -0.1 -0.1 -0.1 -0.69
C -1.9197 4.9697 -5.9684 0.0 0.1 0.1 -0.63
C -2.0064 3.4429 -5.8582 -0.4 0.2 -0.1 -0.65
S -0.5840 2.9316 -4.8945 0.0 0.7 -0.7 1.13
O 0.2828 2.1439 -5.7272 -0.1 -0.3 0.3 -0.73
O -1.0310 2.4513 -3.5926 0.1 -0.2 0.1 -0.72
C 0.1260 4.5600 -4.7042 0.1 0.4 0.0 -0.66
H -0.3046 6.4242 -5.7360 0.0 0.0 0.0 0.36
H 0.0742 5.0686 -6.8008 0.0 0.0 0.0 0.31
H -2.4653 5.4303 -5.1415 0.0 0.0 0.0 0.31
H -2.3725 5.3215 -6.8943 0.0 0.0 0.0 0.33
H -2.9160 3.1233 -5.3534 0.1 -0.1 0.0 0.33
H -1.9367 2.9645 -6.8339 0.1 -0.1 0.1 0.40
H 1.2122 4.4901 -4.7093 0.0 -0.2 0.1 0.48
H -0.2197 4.9660 -3.7523 0.0 0.0 0.0 0.35
```
Positions in Å, forces in eV/Å.

Properties
* HOMO: -11.17 eV
* frontier orbital gap: 9.107 eV
* LUMO level: -2.1 eV
* net charge: +1
* calculated total energy: -96496.26435 eV
* multiplicity: 1

---

Computed, not measured: a cluster of 7 separate species, C23H32NO20 in total at a distorted geometry, with the ωB97M-V functional and the def2-TZVPD basis.

Geometry as XYZ:
```
76
Properties=species:S:1:pos:R:3:forces:R:3:mulliken_charge:R:1
C -0.5740 4.6143 2.3860 -1.1 -0.7 0.0 -0.79
N -0.0635 4.6695 0.9623 0.8 -4.0 -1.8 0.15
C 1.4460 4.7196 1.0461 3.0 5.7 -0.7 0.28
C 2.4429 3.4996 1.5052 -1.3 -0.6 -0.5 -0.50
O 2.0515 5.9049 0.7570 -3.5 -6.8 1.6 -0.63
C -0.5714 3.5290 0.1082 1.5 -1.6 -1.7 0.33
C -2.2228 3.2918 0.0076 1.2 -0.1 -0.3 -0.41
O 0.1720 2.6942 -0.6296 -3.1 4.2 3.5 -0.67
H -0.6246 3.4926 2.7211 -0.3 1.7 -0.5 0.02
H -1.6247 5.1381 2.4092 1.9 -1.0 0.1 0.23
H 3.4439 3.8801 2.0194 -2.5 -0.6 -1.2 0.35
H 2.6806 2.8753 0.5157 -0.4 1.4 2.2 0.03
H 1.8124 2.7879 2.2218 1.5 1.5 -1.4 0.16
H -2.4590 3.2855 -1.1595 0.5 0.2 2.5 0.20
H -2.8380 4.1067 0.5794 1.5 -1.9 -1.2 0.07
H -2.4585 2.1797 0.3665 0.5 2.6 -0.5 0.17
C 1.4929 0.1203 -0.0446 -1.2 0.8 -0.1 -0.26
C 1.3188 -1.2276 -0.6658 -1.1 -0.5 0.1 0.16
O 2.5931 -1.4985 -1.2180 1.3 0.4 0.3 -0.34
C 3.4953 -0.7467 -0.5220 1.3 0.2 0.1 0.63
O 4.7059 -0.8591 -0.6189 -2.1 0.1 0.2 -0.64
O 2.8661 0.1461 0.2969 1.4 -1.2 -0.6 -0.30
H 0.8699 0.2529 0.8441 0.3 0.1 -0.1 0.33
H 1.2882 0.9345 -0.7477 0.0 -0.1 0.3 0.30
H 1.0816 -2.0007 0.0726 0.0 0.0 -0.1 -0.19
H 0.5502 -1.2312 -1.4436 0.3 -0.1 0.1 0.31
C 8.4998 -1.7615 -0.8469 -0.2 -0.1 1.1 -0.30
C 7.4307 -1.5136 -1.8610 -1.3 0.2 0.3 -0.05
O 8.1501 -1.0382 -2.9829 1.3 -0.3 -0.2 -0.31
C 9.4270 -1.5061 -2.8629 1.4 0.3 -1.8 0.64
O 10.2735 -1.4298 -3.7377 -1.7 -0.2 1.9 -0.57
O 9.6323 -2.0711 -1.6373 0.2 0.2 -1.0 -0.32
H 8.2552 -2.5914 -0.1783 0.2 0.1 -0.1 0.27
H 8.7204 -0.8731 -0.2459 0.0 -0.1 -0.1 0.28
H 6.9011 -2.4298 -2.1428 0.0 0.1 0.0 0.17
H 6.7020 -0.7711 -1.5244 0.2 -0.2 -0.3 0.22
C -5.6107 6.5465 -1.6861 0.3 0.9 -0.5 -0.33
C -6.7312 5.5993 -1.9695 -1.0 0.3 -0.6 -0.29
O -6.2913 4.3897 -1.3818 0.6 -0.1 0.6 -0.27
C -5.3882 4.7240 -0.4142 1.0 -1.6 1.9 0.59
O -4.9351 3.9420 0.4048 -1.6 1.9 -1.9 -0.55
O -5.0593 6.0472 -0.4821 -0.2 -0.9 0.2 -0.29
H -5.9579 7.5752 -1.5561 0.2 -0.2 0.1 0.29
H -4.8394 6.5265 -2.4631 0.0 0.0 0.1 0.26
H -7.6679 5.9047 -1.4915 0.1 -0.1 -0.1 0.26
H -6.9050 5.4691 -3.0412 0.0 -0.2 0.2 0.31
C 2.6066 -4.2510 3.4734 1.2 -0.2 0.4 -0.29
C 1.5208 -3.7089 4.3452 0.1 0.2 1.1 -0.39
O 0.5523 -3.2589 3.4170 0.0 -0.4 -1.1 -0.32
C 0.7516 -3.9612 2.2635 -1.7 0.2 -1.8 0.59
O -0.0091 -3.9501 1.3101 1.8 -0.1 2.1 -0.58
O 1.9122 -4.6780 2.3165 -0.9 0.2 -0.3 -0.20
H 3.1358 -5.0872 3.9386 -0.1 0.0 -0.2 0.30
H 3.3342 -3.4847 3.1862 -0.1 0.0 0.0 0.28
H 1.0708 -4.4792 4.9804 0.0 0.1 -0.1 0.27
H 1.8659 -2.8851 4.9760 -0.2 -0.1 -0.2 0.32
C 4.0399 -7.1958 0.7784 0.2 1.1 -0.6 -0.11
C 2.9194 -8.1430 0.4949 -0.9 0.2 -0.7 -0.27
O 3.3593 -9.3526 1.0827 0.8 0.0 0.7 -0.32
C 4.2624 -9.0183 2.0503 0.9 -1.7 1.7 0.66
O 4.7155 -9.8004 2.8693 -1.0 1.8 -1.8 -0.56
O 4.5913 -7.6952 1.9824 -0.2 -1.0 0.3 -0.32
H 3.6927 -6.1671 0.9083 0.1 -0.2 0.1 0.12
H 4.8112 -7.2158 0.0014 -0.1 0.0 0.1 0.26
H 1.9827 -7.8376 0.9730 0.1 0.0 0.0 0.25
H 2.7456 -8.2732 -0.5767 0.0 -0.1 0.2 0.30
C -10.5977 1.8048 -2.3747 -0.6 -0.9 -0.1 -0.33
C -9.2149 2.0347 -2.8924 0.8 -0.8 -0.4 -0.33
O -9.1027 3.4452 -2.9055 -0.7 0.6 0.5 -0.26
C -10.0004 3.9232 -1.9949 -0.1 2.3 0.8 0.69
O -10.0544 5.0843 -1.6251 0.1 -2.5 -0.8 -0.55
O -10.8287 2.9327 -1.5517 0.5 0.9 -0.1 -0.31
H -10.6774 0.8802 -1.7965 -0.1 0.3 0.0 0.30
H -11.3465 1.7908 -3.1736 0.1 0.0 0.1 0.25
H -8.4464 1.6249 -2.2286 -0.1 0.1 -0.1 0.27
H -9.0729 1.6249 -3.8962 0.1 0.2 0.1 0.29
```
Positions in Å, forces in eV/Å.

Properties
* HOMO: -2.68 eV
* frontier orbital gap: 4.231 eV
* LUMO level: 1.6 eV
* net charge: -1
* calculated total energy: -66806.01704 eV
* multiplicity: 1

---

Computed, not measured: a cluster of 4 separate species, C30H35F24NO6P in total at a distorted geometry, with the ωB97M-V functional and the def2-TZVPD basis.

Geometry as XYZ:
```
97
Properties=species:S:1:pos:R:3:forces:R:3:mulliken_charge:R:1
C 5.4306 1.4230 0.4899 -0.2 0.1 0.1 -1.61
C 4.5961 2.6998 0.4681 0.3 0.3 0.9 1.50
C 5.0512 3.5604 1.6812 0.0 -0.2 -0.4 -1.63
C 3.0885 2.3830 0.6647 0.0 -0.2 -0.7 -2.52
C 2.1497 2.3043 -0.5771 0.0 -0.3 0.1 4.30
C 0.8062 2.9549 -0.3059 -0.5 0.5 0.0 -1.02
C 0.0352 3.5496 -1.3208 -0.7 0.0 0.6 -0.27
C -1.2142 4.1298 -1.0470 0.7 -0.3 0.3 -0.87
C -1.7320 4.1331 0.2441 0.8 -0.4 -0.1 -0.95
C -0.9904 3.5220 1.2612 0.2 0.2 -0.9 -1.03
C 0.2577 2.9413 0.9850 -0.8 0.4 -0.1 -0.27
P 1.6500 0.5290 -0.9747 -0.4 0.3 0.1 -0.16
O 1.2528 -0.0120 0.5142 -0.1 -0.2 -0.1 -0.33
O 3.1111 -0.2270 -1.0229 0.1 0.0 0.0 -0.55
C 2.8479 2.8224 -1.8403 0.2 -0.3 0.8 -2.74
C 3.7566 4.0044 -1.5297 0.2 0.7 -1.1 1.76
C 4.2683 4.5578 -2.8639 -0.5 0.1 0.2 -1.75
C 3.0720 5.1492 -0.8014 0.4 -0.3 0.7 -2.13
N 4.9102 3.4828 -0.7662 -0.6 -0.8 -0.2 0.74
O 5.8662 3.0327 -1.4774 0.3 0.2 0.0 -0.69
H 5.2622 0.7996 -0.3763 0.0 -0.1 -0.1 0.24
H 5.1547 0.8683 1.3833 -0.1 -0.1 0.1 0.45
H 6.4774 1.6693 0.5809 0.3 0.0 -0.2 0.50
H 6.0562 3.2879 1.9805 0.2 0.0 0.0 0.42
H 4.4039 3.4210 2.5391 -0.1 0.0 0.2 0.29
H 5.0700 4.6024 1.3868 -0.2 0.3 0.1 0.36
H 3.0644 1.4259 1.1769 0.0 -0.1 0.2 0.59
H 2.6811 3.0862 1.3755 -0.1 0.3 0.0 0.82
H 0.3635 3.5710 -2.3443 0.2 0.0 -0.2 0.30
H -1.7698 4.5736 -1.8526 -0.1 0.1 -0.2 0.42
H -2.6891 4.5843 0.4413 -0.2 0.1 0.1 0.49
H -1.3978 3.5277 2.2545 0.1 -0.2 0.3 0.59
H 0.7726 2.4726 1.8039 0.2 -0.1 0.1 0.62
H 2.0211 -0.4417 0.9107 0.0 0.0 0.2 0.29
H 3.4974 -0.1339 -1.8966 0.2 -0.2 -0.2 0.34
H 2.1598 3.0380 -2.6436 -0.2 0.2 -0.2 0.57
H 3.5161 2.0444 -2.2104 0.1 -0.1 -0.2 0.41
H 3.4317 5.0799 -3.3238 -0.1 0.1 -0.1 0.46
H 5.0530 5.2881 -2.7147 0.3 0.0 0.0 0.43
H 4.5689 3.7742 -3.5449 0.4 -0.1 0.0 0.35
H 2.2507 5.5426 -1.3833 -0.2 0.1 -0.1 0.43
H 3.8048 5.9290 -0.6184 0.1 0.3 -0.1 0.51
H 2.7040 4.8532 0.1755 -0.2 0.0 0.1 0.31
C -2.4846 0.5078 -2.5715 0.6 0.1 -0.1 -0.68
C -3.6153 1.5412 -2.4510 -0.1 -0.4 -0.1 0.86
C -4.1545 1.8320 -1.0498 0.0 0.2 0.1 0.72
F -4.7035 0.7326 -0.4920 0.0 0.0 0.0 -0.24
F -5.1182 2.7798 -1.1453 0.0 0.0 0.0 -0.30
F -4.6229 1.2357 -3.2956 0.0 0.0 0.1 -0.30
F -3.0691 2.7205 -2.8625 0.0 0.1 -0.1 -0.26
O -2.8295 -0.8126 -2.9534 -0.6 0.1 0.0 -0.36
C -3.1942 -1.7601 -2.0434 0.4 0.2 0.0 0.73
C -4.6346 -2.2385 -2.2480 -0.1 -0.1 -0.1 0.17
F -5.4949 -1.2077 -2.1742 0.0 0.0 0.0 -0.23
F -4.9351 -3.1234 -1.2712 0.0 0.0 0.0 -0.25
F -2.9724 -1.3674 -0.7775 -0.1 0.0 0.0 -0.26
F -2.4067 -2.8445 -2.2627 0.1 -0.2 0.0 -0.29
H -1.8773 0.8646 -3.4014 0.0 0.0 0.0 0.41
H -1.8360 0.5191 -1.6944 -0.2 0.0 0.1 0.28
H -3.3531 2.2085 -0.4076 0.0 -0.1 0.0 -0.25
H -4.7327 -2.7222 -3.2220 0.0 0.0 0.0 0.25
C -2.8039 -0.3105 4.0967 -0.3 -0.5 -0.3 -0.97
C -1.5962 0.5721 3.7469 -0.4 0.2 0.2 1.03
C -0.2701 0.2765 4.4497 0.2 0.0 -0.1 0.00
F -0.3675 0.4270 5.7829 -0.1 0.0 0.0 -0.24
F 0.6648 1.1514 3.9979 0.0 0.0 0.0 -0.22
F -1.9232 1.8777 3.8944 0.1 -0.1 0.1 -0.28
F -1.3513 0.3553 2.4270 0.1 -0.1 -0.1 -0.20
O -3.7410 0.1840 5.0329 0.3 0.5 0.1 -0.40
C -3.5958 -0.0019 6.3806 -0.1 -0.3 -0.2 0.80
C -3.4266 1.3258 7.1260 0.0 0.2 0.1 0.19
F -2.3678 2.0101 6.6514 0.0 0.0 0.0 -0.21
F -3.2163 1.0637 8.4342 0.0 0.0 0.0 -0.27
F -2.6075 -0.8662 6.6726 0.1 0.1 0.0 -0.29
F -4.7467 -0.5421 6.8335 -0.1 -0.1 0.1 -0.31
H -3.3732 -0.3671 3.1701 0.0 0.0 0.0 0.46
H -2.4977 -1.3304 4.3315 0.2 0.1 0.1 0.35
H 0.0635 -0.7391 4.2200 0.0 0.0 0.0 0.31
H -4.3270 1.9328 7.0145 0.0 0.0 0.0 0.26
C -0.3185 -6.8926 -3.6490 0.3 0.4 -0.5 -0.79
C -1.7725 -7.1196 -3.2103 0.2 -0.4 0.1 0.85
C -2.2375 -6.4542 -1.9145 -0.2 0.2 0.1 0.46
F -1.5341 -6.8918 -0.8507 0.1 0.0 -0.1 -0.23
F -3.5395 -6.7629 -1.7117 0.0 0.0 0.0 -0.27
F -2.0448 -8.4408 -3.1823 0.0 0.1 0.0 -0.27
F -2.5460 -6.5628 -4.1876 0.0 0.1 -0.1 -0.32
O 0.6306 -7.9001 -3.3572 -0.4 -0.3 0.3 -0.40
C 1.3125 -7.9407 -2.1726 0.0 0.2 -0.3 0.84
C 0.9863 -9.2018 -1.3661 0.0 -0.2 0.1 0.19
F -0.3340 -9.2869 -1.1213 0.0 0.0 0.0 -0.21
F 1.6394 -9.1390 -0.1843 0.0 0.0 0.0 -0.26
F 1.1381 -6.8244 -1.4437 -0.1 0.0 0.0 -0.29
F 2.6274 -8.0188 -2.4745 0.2 0.0 0.0 -0.31
H -0.3625 -6.8907 -4.7368 0.0 0.0 0.0 0.41
H 0.0376 -5.9052 -3.3536 -0.1 0.0 0.2 0.39
H -2.1439 -5.3672 -1.9893 0.0 0.0 0.0 -0.02
H 1.3092 -10.0884 -1.9150 0.0 0.0 0.0 0.25
```
Positions in Å, forces in eV/Å.

Properties
* ⟨S²⟩: 0.75
* HOMO (spin up / spin down): -8.26 / -8.91 eV
* frontier orbital gap (spin up / spin down): 8.428 / 9.063 eV
* LUMO level (spin up / spin down): 0.2 / 0.2 eV
* net charge: 0
* calculated total energy: -119960.95732 eV
* multiplicity: 2

---

Among the records above, which one has the highest calculated total energy? C23H32NO20

---

calculated total energy of number 1 (C24H42Cl2F3IN3O7S)? -96496.26435 eV